Entry 1:
The following is a quantum chemistry calculation of a structure of composition C31H45AsN2Si3Sn, from OMol25.

Computed properties:
Energy   -4635.957407 a.u.
Multiplicity   1
Charge   +2
Orbital gap   7.435 eV
E_LUMO   -5.9 eV
M   723.61 g mol⁻¹

Last column: Löwdin charge in e.
Geometry (Å):
Sn  -0.43  0.13  -0.26  1.19
C  1.85  2.44  -0.24  -0.14
N  0.81  1.69  -0.99  -0.12
C  0.48  2.04  -2.20  -0.06
C  -0.52  1.34  -2.89  -0.33
C  -1.11  1.48  -4.14  0.02
C  -2.09  0.48  -4.23  -0.03
C  -2.06  -0.23  -3.03  -0.10
N  -1.11  0.28  -2.22  -0.12
C  1.47  3.88  -0.02  -0.24
C  0.36  4.19  0.75  -0.04
C  0.00  5.52  0.97  -0.06
C  0.78  6.53  0.42  -0.06
C  1.89  6.22  -0.35  -0.06
C  2.24  4.90  -0.57  -0.04
H  2.79  2.37  -0.78  0.13
H  1.99  1.94  0.71  0.10
H  0.98  2.89  -2.66  0.17
H  -0.86  2.22  -4.89  0.13
H  -2.75  0.29  -5.06  0.12
H  -2.67  -1.07  -2.73  0.11
H  -0.24  3.40  1.21  0.10
H  -0.86  5.75  1.56  0.11
H  0.51  7.57  0.59  0.11
H  2.50  7.01  -0.77  0.11
H  3.12  4.66  -1.16  0.12
C  -4.10  4.34  0.76  -0.05
C  -3.21  3.98  -0.28  -0.05
C  -2.51  2.82  -0.21  -0.06
C  -2.65  1.95  0.90  -0.20
C  -1.91  0.75  1.07  -0.27
C  -2.10  -0.09  2.14  -0.16
C  -3.06  0.24  3.13  -0.04
C  -3.77  1.40  3.02  0.01
C  -3.57  2.29  1.92  -0.15
C  -4.29  3.51  1.82  -0.01
H  -4.64  5.28  0.71  0.12
H  -3.10  4.64  -1.13  0.12
H  -1.83  2.54  -1.02  0.08
H  -1.53  -1.01  2.25  0.04
H  -3.22  -0.43  3.97  0.12
H  -4.49  1.67  3.78  0.13
H  -4.99  3.76  2.61  0.13
C  0.80  -1.82  3.55  -0.20
Si  2.01  -2.08  2.17  0.33
C  2.86  -3.71  2.33  -0.18
C  3.17  -0.66  1.98  -0.19
As  0.76  -2.16  0.06  0.85
Si  -0.96  -3.91  0.11  0.34
C  -2.30  -3.39  1.26  -0.20
C  -1.56  -4.08  -1.63  -0.19
C  -0.01  -5.36  0.74  -0.20
Si  2.31  -2.32  -1.82  0.34
C  1.29  -2.69  -3.31  -0.19
C  3.12  -0.66  -1.90  -0.19
C  3.44  -3.69  -1.32  -0.20
H  1.35  -1.89  4.49  0.06
H  0.01  -2.58  3.56  0.03
H  0.34  -0.83  3.51  0.03
H  3.43  -3.69  3.27  0.06
H  3.57  -3.90  1.52  0.02
H  2.17  -4.54  2.38  0.02
H  3.74  -0.53  2.91  0.06
H  2.64  0.27  1.79  0.01
H  3.89  -0.82  1.18  0.03
H  -2.81  -2.48  0.94  0.03
H  -1.94  -3.25  2.28  0.03
H  -3.05  -4.20  1.28  0.06
H  -1.89  -3.13  -2.05  0.02
H  -2.42  -4.76  -1.63  0.06
H  -0.80  -4.51  -2.29  0.03
H  0.22  -5.24  1.79  0.03
H  0.91  -5.53  0.19  0.03
H  -0.64  -6.25  0.63  0.06
H  0.49  -1.95  -3.45  0.03
H  0.86  -3.68  -3.27  0.02
H  1.94  -2.65  -4.20  0.06
H  2.39  0.12  -2.13  0.01
H  3.87  -0.66  -2.70  0.06
H  3.63  -0.40  -0.97  0.02
H  2.89  -4.57  -1.00  0.03
H  4.12  -3.38  -0.52  0.03
H  4.06  -3.97  -2.18  0.06


Entry 2:
The following is a quantum chemistry calculation of a structure of composition C31H45BN7O4Zr, from OMol25.

Computed properties:
Energy   -1963.783814 a.u.
Multiplicity   1
Charge   +3
Orbital gap   7.254 eV
E_LUMO   -9.8 eV
M   681.78 g mol⁻¹

Last column: Löwdin charge in e.
Geometry (Å):
Zr  -0.31  0.09  -0.29  2.02
O  -4.00  0.50  -2.86  0.26
C  -3.21  0.21  -1.89  -0.40
O  -1.98  0.33  -1.92  -0.09
C  -3.83  -0.29  -0.64  -0.16
C  -5.17  -0.60  -0.46  0.09
C  -5.57  -1.00  0.80  0.05
C  -4.64  -1.05  1.83  0.07
C  -3.32  -0.72  1.54  -0.16
N  -2.93  -0.37  0.32  0.12
C  -2.17  -0.60  2.48  -0.40
O  -2.21  -0.99  3.72  0.24
O  -1.16  -0.08  2.04  0.01
H  -3.57  0.83  -3.67  0.19
H  -5.87  -0.51  -1.28  0.15
H  -6.61  -1.26  1.00  0.15
H  -4.95  -1.32  2.83  0.14
H  -3.04  -1.37  4.03  0.15
C  4.99  0.23  0.70  0.02
C  3.82  0.19  -0.23  -0.21
C  3.84  0.16  -1.62  0.08
C  2.51  0.12  -2.02  -0.19
N  1.71  0.13  -0.93  -0.07
N  2.54  0.18  0.18  0.04
B  2.00  0.16  1.63  -0.47
N  1.23  -1.19  1.75  0.04
N  0.48  -1.60  0.68  -0.10
C  0.07  -2.87  0.91  -0.20
C  0.56  -3.26  2.15  0.09
C  1.30  -2.18  2.65  -0.21
C  2.06  -2.10  3.91  0.03
C  -0.66  -3.64  -0.15  -0.52
C  -0.66  -2.81  -1.44  -0.04
C  0.09  -4.96  -0.41  -0.01
C  -2.10  -3.96  0.29  -0.01
N  1.04  1.37  1.76  0.02
N  0.35  1.82  0.66  -0.09
C  -0.15  3.05  0.96  -0.18
C  0.17  3.34  2.28  0.09
C  0.92  2.27  2.75  -0.21
C  1.51  2.08  4.10  0.03
C  -0.82  3.94  -0.06  -0.54
C  -2.31  4.07  0.27  -0.01
C  -0.62  3.36  -1.46  -0.04
C  -0.15  5.32  0.00  -0.01
C  2.00  0.08  -3.43  -0.54
C  2.53  1.31  -4.19  -0.01
C  2.49  -1.22  -4.10  -0.01
C  0.48  0.11  -3.43  -0.06
H  5.91  0.24  0.12  0.10
H  5.00  -0.65  1.34  0.10
H  4.96  1.11  1.33  0.10
H  4.71  0.16  -2.25  0.14
H  2.87  0.22  2.42  0.13
H  0.45  -4.22  2.63  0.14
H  1.86  -2.97  4.53  0.10
H  1.81  -1.20  4.48  0.09
H  3.14  -2.07  3.71  0.11
H  0.36  -2.63  -1.76  0.09
H  -1.20  -1.85  -1.27  0.02
H  -1.18  -3.35  -2.23  0.12
H  1.14  -4.78  -0.65  0.10
H  -0.38  -5.49  -1.24  0.10
H  0.04  -5.61  0.47  0.10
H  -2.71  -3.06  0.32  0.06
H  -2.11  -4.43  1.27  0.10
H  -2.55  -4.66  -0.42  0.11
H  -0.06  4.24  2.82  0.14
H  1.32  2.95  4.72  0.10
H  2.59  1.93  4.05  0.10
H  1.07  1.21  4.58  0.10
H  -2.81  3.09  0.23  0.07
H  -2.80  4.73  -0.45  0.10
H  -2.46  4.48  1.26  0.10
H  -1.16  2.41  -1.56  0.03
H  0.44  3.24  -1.68  0.09
H  -1.04  4.04  -2.20  0.11
H  -0.28  5.78  0.98  0.09
H  -0.60  5.98  -0.75  0.10
H  0.92  5.25  -0.21  0.10
H  3.61  1.30  -4.25  0.10
H  2.22  2.23  -3.71  0.09
H  2.14  1.30  -5.21  0.10
H  3.58  -1.26  -4.14  0.10
H  2.11  -1.28  -5.12  0.10
H  2.14  -2.09  -3.55  0.09
H  0.11  1.05  -2.99  0.06
H  0.06  -0.76  -2.91  0.05
H  0.11  0.07  -4.45  0.12


Entry 3:
The following is a quantum chemistry calculation of a structure of composition C31H45BrFeN2P2, from OMol25.

Computed properties:
Energy   -5837.335775 a.u.
Multiplicity   5
Charge   +2
Orbital gap (spin up / spin down)   6.886 / 4.910 eV
E_LUMO (spin up / spin down)   -6.5 / -8.2 eV
ΔE to the lowest compared entry with this formula, charge and spin   29.4 kcal per mole
M   643.41 g mol⁻¹

Last column: Mulliken spin population.
Geometry (Å):
C  -0.59  7.10  -5.32  0.01
C  -0.70  5.69  -5.40  0.01
C  -1.03  5.18  -6.68  0.01
C  -1.03  6.04  -7.80  0.00
N  -0.81  7.36  -7.72  0.01
C  -0.61  7.87  -6.49  0.00
C  -0.42  4.87  -4.24  0.08
C  -0.21  3.96  -3.40  -0.11
C  -0.70  2.66  -2.99  0.06
C  0.04  1.58  -3.70  0.01
C  -0.33  0.21  -3.38  0.03
C  -1.55  0.02  -2.65  -0.13
C  -2.51  1.08  -2.54  0.01
C  -2.08  2.39  -2.64  -0.05
Fe  1.24  2.48  -2.05  3.08
P  2.37  -0.35  -1.37  0.01
H  -1.25  4.12  -6.82  0.00
H  -0.46  7.58  -4.35  0.00
H  -1.21  5.63  -8.80  0.00
H  -0.44  8.95  -6.41  0.00
H  -2.80  3.20  -2.58  0.00
H  0.76  1.76  -4.54  0.01
H  -3.55  0.75  -2.42  0.00
H  0.03  -0.57  -4.06  -0.02
C  2.16  -1.90  -0.29  0.01
C  2.85  -3.17  -0.71  0.00
H  1.07  -2.02  -0.27  0.00
H  2.46  -1.64  0.73  0.00
H  2.78  -3.90  0.09  0.00
H  2.39  -3.63  -1.60  0.00
H  3.92  -3.02  -0.91  0.00
C  2.74  -1.25  -2.92  -0.01
C  3.46  -0.47  -3.99  0.01
H  1.75  -1.58  -3.26  0.00
H  3.29  -2.18  -2.75  0.00
H  3.24  -0.89  -4.97  0.00
H  3.19  0.59  -4.00  0.00
H  4.54  -0.53  -3.83  0.00
C  4.08  0.23  -0.79  -0.01
C  5.24  -0.77  -0.94  0.00
H  3.94  0.54  0.26  0.00
H  4.25  1.15  -1.38  0.00
H  6.19  -0.23  -0.84  0.00
H  5.21  -1.54  -0.15  0.00
H  5.24  -1.26  -1.93  0.00
Br  -1.48  -1.00  -1.08  0.01
P  -2.25  -2.91  -3.69  0.62
C  -0.44  -3.15  -3.44  0.10
C  0.05  -4.53  -3.90  0.04
H  -0.21  -2.99  -2.38  0.00
H  0.03  -2.34  -3.99  0.00
H  1.15  -4.48  -4.02  0.00
H  -0.18  -5.28  -3.13  0.00
H  -0.40  -4.83  -4.85  -0.01
C  -3.31  -2.88  -2.19  0.08
C  -4.63  -3.58  -2.43  0.03
H  -3.53  -1.85  -1.88  0.02
H  -2.77  -3.34  -1.36  0.01
H  -5.12  -3.73  -1.46  0.00
H  -5.25  -2.94  -3.06  0.00
H  -4.45  -4.54  -2.93  -0.01
C  -2.60  -1.48  -4.75  0.05
C  -2.86  -1.78  -6.22  0.03
H  -1.74  -0.82  -4.69  0.03
H  -3.45  -0.93  -4.32  -0.01
H  -3.15  -0.84  -6.72  0.00
H  -2.00  -2.19  -6.75  0.00
H  -3.70  -2.48  -6.30  -0.01
C  1.79  3.68  4.42  0.00
C  1.40  3.06  3.09  0.00
C  1.79  1.77  2.73  0.00
C  1.45  1.24  1.48  0.01
N  0.86  2.00  0.54  0.01
C  0.30  3.18  0.90  0.01
C  0.60  3.76  2.15  0.00
H  1.41  3.04  5.23  0.00
H  2.89  3.79  4.51  0.00
H  1.32  4.68  4.45  0.00
H  2.42  1.18  3.40  0.00
H  1.72  0.20  1.22  0.00
H  -0.36  3.74  0.21  -0.01
H  0.28  4.77  2.38  0.00


Entry 4:
The following is a quantum chemistry calculation of a structure of composition C31H45BrN2OsP2, from OMol25.

Computed properties:
Energy   -4663.163439 a.u.
Multiplicity   5
Charge   +4
Orbital gap (spin up / spin down)   5.601 / 4.232 eV
E_LUMO (spin up / spin down)   -13.3 / -15.0 eV
ΔE to the lowest compared entry with this formula, charge and spin   110.6 kcal per mole
M   777.80 g mol⁻¹

Last column: Mulliken spin population.
Geometry (Å):
C  -1.80  -4.02  -2.02  0.08
C  -0.93  -3.12  -2.65  0.05
C  -1.26  -2.72  -3.95  0.09
C  -2.16  -3.50  -4.68  0.01
N  -2.82  -4.54  -4.14  0.78
C  -2.65  -4.79  -2.83  0.02
C  0.27  -2.81  -1.94  0.13
C  1.00  -2.47  -1.00  -0.06
C  2.11  -1.98  -0.14  0.26
C  2.08  -0.97  0.92  -0.09
C  3.18  0.05  0.99  0.09
C  4.09  -0.23  -0.01  0.07
C  4.43  -1.50  -0.44  0.19
C  3.40  -2.47  -0.45  0.01
Os  1.37  0.62  0.15  1.80
P  -1.43  0.25  -0.40  0.01
H  -0.74  -1.91  -4.44  0.01
H  -1.67  -4.29  -0.98  0.01
H  -2.35  -3.30  -5.74  0.02
H  -3.18  -5.66  -2.41  0.02
H  3.42  -3.43  -0.96  0.00
H  1.78  -1.27  1.95  0.11
H  5.41  -1.75  -0.85  0.01
H  3.37  0.68  1.88  0.02
C  -2.39  1.65  0.42  -0.02
C  -3.76  2.12  -0.05  0.00
H  -1.70  2.49  0.43  0.01
H  -2.50  1.37  1.47  0.00
H  -4.07  2.97  0.58  0.00
H  -3.80  2.46  -1.09  0.00
H  -4.54  1.38  0.07  0.00
C  -2.13  0.32  -2.15  0.00
C  -3.33  -0.54  -2.59  0.00
H  -1.27  0.08  -2.81  0.01
H  -2.40  1.36  -2.41  0.00
H  -3.39  -0.57  -3.69  0.00
H  -3.26  -1.57  -2.26  0.00
H  -4.28  -0.13  -2.25  0.00
C  -2.25  -1.17  0.50  0.00
C  -3.75  -1.07  0.87  0.00
H  -1.66  -1.28  1.43  0.00
H  -2.05  -2.10  -0.04  0.00
H  -4.07  -1.99  1.38  0.00
H  -3.95  -0.24  1.56  0.00
H  -4.39  -0.95  -0.01  0.00
Br  4.91  1.58  -0.73  0.02
P  1.29  2.24  -1.33  0.01
C  -0.19  3.05  -1.96  0.00
C  0.14  4.51  -2.24  0.02
H  -0.99  2.94  -1.20  0.00
H  -0.50  2.48  -2.86  0.00
H  -0.76  4.96  -2.65  0.00
H  0.41  5.04  -1.32  0.00
H  0.95  4.62  -2.99  0.00
C  2.13  3.22  -0.04  0.06
C  3.23  4.02  -0.70  0.04
H  2.52  2.52  0.75  0.00
H  1.36  3.85  0.42  0.01
H  3.70  4.63  0.07  0.00
H  4.01  3.32  -1.06  0.00
H  2.87  4.66  -1.52  0.00
C  2.38  1.41  -2.52  0.09
C  2.56  2.34  -3.71  0.05
H  1.96  0.41  -2.77  0.00
H  3.36  1.23  -2.00  -0.04
H  3.20  1.83  -4.43  0.00
H  1.59  2.54  -4.18  0.00
H  3.04  3.29  -3.42  0.00
N  0.42  0.78  2.04  0.03
C  0.27  -0.13  3.17  0.03
C  0.21  0.53  4.40  0.00
C  0.49  -0.18  5.59  0.01
C  0.82  -1.55  5.56  0.00
C  0.74  -2.20  4.34  0.01
C  0.33  -1.54  3.16  0.00
H  1.10  1.52  2.33  0.01
H  -0.42  1.36  2.08  0.01
H  0.04  1.64  4.37  0.00
H  0.45  0.39  6.53  0.00
H  1.10  -2.03  6.50  0.00
H  1.05  -3.24  4.34  0.00
H  0.23  -2.22  2.29  0.00


Entry 5:
The following is a quantum chemistry calculation of a structure of composition C31H45CdF2N4O2Si2, from OMol25.

Computed properties:
Energy   -2524.266449 a.u.
Multiplicity   1
Charge   -1
Orbital gap   4.581 eV
E_LUMO   2.3 eV
ΔE to the lowest compared entry with this formula, charge and spin   0.0 kcal per mole
M   712.31 g mol⁻¹

Last column: Löwdin charge in e.
Geometry (Å):
Cd  -0.12  0.22  0.63  1.36
C  -0.42  3.34  -1.81  -0.12
O  -1.22  2.34  -1.23  -0.27
C  -2.54  2.34  -1.72  -0.21
C  -3.27  1.12  -1.20  -0.22
O  -2.69  -0.02  -1.78  -0.23
C  -3.41  -1.21  -1.47  -0.07
H  -0.84  4.34  -1.62  0.09
H  -0.34  3.20  -2.90  0.09
H  0.57  3.27  -1.37  0.07
H  -2.54  2.30  -2.82  0.13
H  -3.06  3.26  -1.41  0.13
H  -4.33  1.19  -1.49  0.13
H  -3.22  1.08  -0.11  0.12
H  -4.42  -1.15  -1.89  0.09
H  -3.46  -1.35  -0.39  0.08
H  -2.87  -2.04  -1.91  0.09
C  -3.05  -0.33  3.77  -0.14
C  -3.53  -1.63  3.69  -0.13
C  -3.07  -2.48  2.71  -0.07
C  -2.12  -2.09  1.73  -0.26
C  -1.64  -0.76  1.80  -0.24
C  -2.11  0.07  2.82  -0.21
C  -1.73  -3.08  0.74  -0.25
C  -2.54  -4.11  0.34  -0.09
C  -2.29  -4.93  -0.76  -0.10
C  -1.23  -4.57  -1.63  -0.21
C  -1.03  -5.12  -2.91  -0.06
C  -0.03  -4.66  -3.76  -0.13
C  0.81  -3.62  -3.36  -0.13
C  0.63  -3.07  -2.10  -0.06
C  -0.35  -3.53  -1.24  -0.18
N  -0.40  -3.02  0.12  0.02
H  -3.38  0.35  4.54  0.08
H  -4.25  -1.99  4.41  0.09
H  -3.43  -3.50  2.72  0.09
H  -1.74  1.08  2.90  0.04
H  -3.50  -4.23  0.83  0.10
H  -2.99  -5.70  -1.05  0.07
H  -1.68  -5.92  -3.23  0.10
H  0.09  -5.12  -4.73  0.09
H  1.60  -3.26  -4.01  0.08
H  1.28  -2.29  -1.74  0.08
C  4.57  1.80  1.02  -0.19
Si  3.07  0.99  1.87  0.35
C  3.39  1.19  3.72  -0.20
C  3.27  -0.87  1.61  -0.20
C  1.51  1.72  1.20  -0.50
Si  0.85  3.28  1.94  0.35
C  -0.98  3.63  1.59  -0.19
C  0.95  3.42  3.82  -0.20
C  1.80  4.78  1.28  -0.19
H  5.50  1.35  1.36  0.02
H  4.60  2.87  1.25  0.02
H  4.52  1.71  -0.06  0.01
H  4.18  0.49  4.01  0.03
H  2.51  0.96  4.32  0.03
H  3.73  2.20  3.98  0.02
H  4.29  -1.17  1.89  0.03
H  3.10  -1.20  0.59  0.00
H  2.57  -1.41  2.25  0.02
H  1.77  1.99  0.17  -0.06
H  -1.58  2.72  1.61  -0.01
H  -1.15  4.10  0.62  0.01
H  -1.38  4.31  2.36  0.03
H  0.47  2.58  4.32  0.03
H  0.43  4.34  4.12  0.02
H  1.98  3.49  4.18  0.01
H  1.97  4.70  0.20  0.01
H  2.78  4.84  1.75  0.02
H  1.27  5.72  1.47  0.02
F  0.70  -3.01  2.12  0.05
C  0.60  -3.64  0.91  -0.40
F  0.35  -4.96  1.22  0.05
H  1.57  -3.60  0.41  0.15
N  0.22  0.57  -5.25  0.13
C  0.98  0.53  -4.10  -0.37
C  0.36  0.31  -2.85  -0.09
N  1.08  0.23  -1.75  0.03
C  2.41  0.32  -1.86  -0.15
C  3.00  0.54  -3.09  -0.12
N  2.29  0.66  -4.21  0.12
H  -0.75  0.79  -5.16  0.09
H  0.70  0.95  -6.05  0.09
H  -0.71  0.19  -2.76  0.10
H  2.99  0.24  -0.96  0.06
H  4.07  0.63  -3.18  0.10